Entry 1:
{
  "formula": "C24H58Br2N7O3P2",
  "method": "ωB97M-V/def2-TZVPD",
  "species": ["C", "C", "Br", "C", "Br", "C", "C", "C", "C", "C", "N", "O", "C", "C", "C", "C", "H", "H", "H", "H", "H", "H", "H", "H", "H", "H", "H", "H", "H", "H", "H", "H", "H", "H", "H", "H", "H", "H", "O", "P", "N", "C", "C", "N", "C", "C", "N", "C", "C", "H", "H", "H", "H", "H", "H", "H", "H", "H", "H", "H", "H", "H", "H", "H", "H", "H", "H", "O", "P", "N", "C", "C", "N", "C", "C", "N", "C", "C", "H", "H", "H", "H", "H", "H", "H", "H", "H", "H", "H", "H", "H", "H", "H", "H", "H", "H"],
  "xyz": [[3.5842, -3.2401, -0.9441], [2.9074, -1.9714, -1.4548], [4.0782, -0.4061, -1.2791], [1.5398, -1.6030, -0.7653], [1.0141, -2.8811, 0.6172], [0.4727, -1.3880, -1.8603], [-0.7726, -0.6106, -1.3572], [-2.0066, -1.4573, -0.9595], [-2.4226, -1.0359, 0.4958], [-3.2157, -1.0616, -1.8341], [-1.7714, -2.9121, -0.9069], [-2.8197, -3.5653, -0.5676], [-1.1135, -3.4960, -2.0913], [-0.5775, -4.9091, -1.6392], [-2.0682, -3.7985, -3.2699], [0.0814, -2.6733, -2.6449], [2.9687, -4.1295, -1.0711], [3.8819, -3.0793, 0.0914], [4.4837, -3.3818, -1.5526], [2.6917, -2.0792, -2.5166], [1.6767, -0.6412, -0.2754], [0.9629, -0.7306, -2.5910], [-1.0910, 0.0222, -2.1936], [-0.4326, 0.0748, -0.5794], [-3.4986, -0.8956, 0.5966], [-2.0947, -1.8309, 1.1679], [-1.9348, -0.1159, 0.8194], [-3.3943, 0.0038, -1.6532], [-3.0207, -1.1604, -2.9050], [-4.1207, -1.5849, -1.5267], [-0.7443, -5.0206, -0.5686], [-1.0856, -5.7108, -2.1752], [0.4969, -5.0154, -1.7978], [-2.2939, -2.9285, -3.8883], [-2.9603, -4.3336, -2.9432], [-1.5261, -4.4990, -3.9148], [0.9886, -3.2628, -2.7887], [-0.2067, -2.3326, -3.6463], [1.9349, 4.9203, -5.6378], [3.0427, 5.0765, -4.6194], [4.4139, 5.0483, -5.6666], [5.1225, 3.8336, -6.0120], [4.3444, 5.9936, -6.7746], [2.7919, 3.6079, -3.7745], [3.8081, 2.6395, -3.4138], [1.5086, 2.9381, -3.9547], [4.0091, 5.6361, -3.2624], [3.1462, 6.0515, -2.1279], [4.9684, 6.7317, -3.4827], [5.6174, 3.4078, -5.1375], [5.9363, 4.0470, -6.7071], [4.4740, 3.0741, -6.4693], [4.1967, 7.0103, -6.3940], [3.5268, 5.7708, -7.4690], [5.2782, 6.0070, -7.3379], [4.0351, 1.9589, -4.2438], [3.4745, 2.0267, -2.5739], [4.7336, 3.1081, -3.0798], [1.4727, 2.3703, -4.8924], [0.6935, 3.6575, -3.9610], [1.3164, 2.2541, -3.1236], [2.5681, 6.9494, -2.3672], [3.7522, 6.2521, -1.2442], [2.4462, 5.2611, -1.8618], [4.5034, 7.6052, -3.9478], [5.8034, 6.4058, -4.0972], [5.3994, 7.0425, -2.5295], [-2.9681, -0.7059, 4.2931], [-2.8364, -1.2472, 5.6987], [-3.3650, -2.8691, 5.4403], [-4.7444, -3.2870, 5.5798], [-2.6753, -3.5605, 4.3557], [-4.0246, -0.2608, 6.4428], [-5.0839, -0.7093, 7.3234], [-4.4433, 0.9412, 5.7295], [-2.2195, -1.6317, 7.2991], [-1.4133, -0.5105, 7.8438], [-1.4117, -2.8511, 7.4697], [-5.0738, -3.2079, 6.6172], [-4.8513, -4.3464, 5.3415], [-5.4311, -2.7219, 4.9353], [-1.5935, -3.5517, 4.5309], [-2.8630, -3.1048, 3.3772], [-2.9722, -4.6086, 4.3070], [-5.9491, -1.0828, 6.7630], [-5.4325, 0.1153, 7.9524], [-4.7486, -1.4823, 8.0137], [-5.1683, 0.7146, 4.9388], [-3.5897, 1.4390, 5.2762], [-4.8927, 1.6576, 6.4210], [-0.4851, -0.3693, 7.2815], [-1.1633, -0.6956, 8.8887], [-1.9728, 0.4231, 7.8102], [-0.5764, -2.8991, 6.7657], [-2.0202, -3.7446, 7.3583], [-1.0062, -2.8871, 8.4823]],
  "spin_multiplicity": 2,
  "s2": 0.75
}

Entry 2:
{
  "formula": "C24H58CrF6N5O12S2V",
  "method": "ωB97M-V/def2-TZVPD",
  "species": ["Cr", "V", "C", "F", "F", "F", "S", "O", "O", "N", "S", "O", "O", "C", "F", "F", "F", "O", "C", "C", "O", "H", "H", "H", "H", "C", "O", "C", "C", "N", "C", "C", "O", "C", "H", "H", "H", "H", "H", "H", "H", "H", "H", "H", "H", "H", "H", "H", "H", "C", "C", "C", "O", "C", "N", "H", "H", "H", "H", "H", "H", "H", "H", "H", "H", "H", "C", "C", "C", "O", "C", "N", "H", "H", "H", "H", "H", "H", "H", "H", "H", "H", "H", "C", "C", "C", "O", "C", "N", "H", "H", "H", "H", "H", "H", "H", "H", "H", "H", "H", "C", "C", "O", "H", "H", "H", "H", "H", "H"],
  "xyz": [[-2.5941, -1.4419, 0.0287], [0.8099, -0.3920, -2.4157], [-6.5215, -0.6020, -0.5582], [-7.3038, -0.0065, 0.3969], [-5.9975, -1.6648, -0.0535], [-7.2030, -0.9461, -1.6772], [-5.0601, 0.5632, -1.1422], [-4.7415, 0.0652, -2.4517], [-5.6989, 1.8874, -1.0963], [-3.8243, 0.2291, 0.0905], [-3.7776, 1.5197, 1.0890], [-5.1044, 1.9717, 1.5284], [-2.7724, 1.3767, 2.1583], [-2.9867, 2.9199, -0.0827], [-3.0431, 2.4895, -1.3725], [-3.5800, 4.0769, 0.0716], [-1.6568, 2.9892, 0.2529], [-0.7128, -0.5000, -0.6359], [0.0716, 0.0896, 0.4120], [1.3177, 1.0204, 0.1627], [2.0783, 0.8131, -1.0144], [0.3481, -0.7748, 1.0158], [-0.6229, 0.5737, 1.0985], [1.9582, 0.8711, 1.0320], [1.0852, 2.0658, 0.3656], [2.9033, 4.0699, 2.4964], [2.7454, 4.1273, 3.9359], [1.4005, 3.9856, 4.5079], [0.6992, 2.6523, 4.1642], [1.0931, 1.6301, 5.1131], [2.4463, 1.1034, 4.9049], [2.7995, -0.2335, 5.6995], [2.1364, -1.2103, 5.0000], [2.4010, -2.4216, 5.7021], [2.7221, 3.1305, 1.9740], [3.9575, 4.3099, 2.3584], [2.2868, 4.7740, 1.9374], [0.7837, 4.7356, 4.0127], [1.4695, 4.1452, 5.5840], [0.8206, 2.4575, 3.0987], [-0.3860, 2.7508, 4.1408], [0.5281, 0.7931, 5.1308], [3.0405, 1.9104, 5.3335], [2.7301, 1.1400, 3.8531], [2.4790, -0.1784, 6.7398], [3.8644, -0.4323, 5.5790], [1.9859, -2.3684, 6.7086], [3.4695, -2.6330, 5.7437], [1.9826, -3.2166, 5.0848], [-2.6380, -0.9622, -5.1327], [-1.2395, -0.4934, -4.6228], [-1.3908, 0.9537, -4.0438], [-0.2680, 1.3969, -3.3080], [-0.1830, 2.8278, -3.1052], [-0.7767, -1.4555, -3.6636], [-2.6992, -1.9957, -5.4737], [-2.9080, -0.3372, -5.9839], [-3.4331, -0.8307, -4.3988], [-0.4783, -0.5654, -5.3997], [-2.2964, 0.9996, -3.4389], [-1.4726, 1.6224, -4.9006], [0.1048, 3.4350, -3.9634], [0.5484, 2.9756, -2.3107], [-1.1384, 3.2733, -2.8282], [-1.4861, -1.7725, -3.0184], [-0.5747, -2.2970, -4.1843], [-0.9458, -2.1772, 3.5986], [-1.9994, -2.9633, 2.8537], [-2.8839, -3.8812, 3.7502], [-4.1888, -4.1716, 3.2407], [-4.2592, -4.9294, 2.0176], [-2.8992, -2.0782, 2.1153], [-1.0502, -1.0957, 3.5121], [0.0410, -2.3713, 3.1782], [-0.9433, -2.3670, 4.6720], [-1.7342, -3.5005, 1.9431], [-3.2035, -3.3731, 4.6601], [-2.3387, -4.7689, 4.0708], [-5.2860, -5.2083, 1.7809], [-3.7287, -5.8673, 2.1820], [-3.7764, -4.4238, 1.1813], [-3.6307, -2.7698, 2.0340], [-3.2616, -1.3991, 2.7692], [3.6404, -1.4678, -5.7312], [2.4222, -1.6158, -4.7962], [2.7944, -2.5161, -3.5188], [1.8070, -2.3306, -2.4201], [2.1705, -3.1298, -1.3349], [2.2176, -0.2141, -4.3956], [3.3205, -0.9078, -6.6100], [4.1219, -2.3802, -6.0828], [4.4697, -0.8865, -5.3283], [1.5010, -1.8335, -5.3367], [3.8220, -2.3321, -3.2054], [2.8371, -3.5417, -3.8855], [3.2444, -3.0769, -1.1556], [1.9111, -4.1751, -1.5029], [1.7976, -2.7630, -0.3786], [1.6692, 0.3279, -5.0480], [3.1099, 0.2485, -4.4945], [3.6232, 3.9498, -2.0901], [4.7591, 2.9643, -2.4700], [4.1464, 1.7995, -2.9770], [2.8319, 4.1887, -2.8006], [3.9375, 4.9347, -1.7447], [3.2186, 3.3970, -1.2423], [5.4151, 2.7582, -1.6242], [5.3060, 3.4221, -3.2943], [3.4976, 1.5363, -2.3203]],
  "spin_multiplicity": 9,
  "s2": 20.01
}

Q: Which E_tot values were calculated for the entries above? A: -201060.54794; -149926.36915, in eV.